{
  "formula": "C7H2BrN2O7OsSbSe4",
  "method": "ωB97M-V/def2-TZVPD",
  "gap_ev": [3.884, 4.815],
  "s_squared": 6.053,
  "total_energy_ev": -365033.3558,
  "spin_multiplicity": 5,
  "charge": -2,
  "symbols": ["Sb", "Se", "C", "H", "O", "O", "C", "Se", "N", "H", "C", "C", "Os", "O", "O", "Se", "Br", "Se", "C", "C", "N", "C", "O", "O", "O"],
  "coordinates": [[-1.71, -6.57, 0.01], [-0.96, -4.54, -0.37], [0.59, 3.00, 0.24], [1.31, 3.79, 0.23], [0.38, -0.63, 0.03], [-2.48, 4.85, 0.01], [-1.29, 0.94, 0.07], [1.38, -4.19, 0.30], [-1.30, 4.63, 0.24], [-2.75, 2.56, 0.03], [-0.78, 3.26, 0.21], [0.12, 0.63, 0.10], [2.15, -1.58, -0.05], [-2.36, -0.29, -1.38], [2.98, 0.26, -0.17], [0.14, -8.54, -1.34], [4.28, -2.50, -0.21], [0.72, -7.74, 0.93], [2.56, 1.47, 0.00], [-1.71, 2.25, 0.14], [-2.27, -0.04, -0.19], [1.03, 1.70, 0.11], [-2.93, -0.55, 0.67], [-0.44, 5.47, 0.37], [3.34, 2.39, 0.03]],
  "lowdin_charge": [0.1712, -0.3258, 0.0648, 0.1223, -0.2773, 0.0489, -0.0880, -0.2194, -0.3713, 0.1387, -0.1488, -0.2745, 0.8933, 0.1072, -0.3037, -0.3918, -0.0738, -0.3910, -0.5861, 0.0652, -0.3749, -0.0349, 0.1198, 0.0614, 0.0683]
}


{
  "formula": "C7H30N14O8",
  "method": "ωB97M-V/def2-TZVPD",
  "gap_ev": 8.972,
  "relative_energy_kcal_mol": 137.2,
  "total_energy_ev": -44989.4003,
  "charge": 0,
  "symbols": ["N", "N", "N", "H", "H", "H", "H", "N", "H", "O", "N", "H", "C", "H", "H", "N", "H", "H", "N", "O", "N", "O", "H", "H", "H", "N", "N", "O", "H", "H", "C", "H", "O", "N", "O", "H", "C", "H", "H", "N", "H", "H", "H", "H", "H", "N", "C", "H", "N", "H", "C", "C", "O", "O", "C", "H", "H", "H", "H"],
  "coordinates": [[3.40, 6.69, -1.42], [1.42, 6.05, -1.70], [-1.82, 1.41, -6.57], [-1.95, -6.56, 3.79], [-1.70, 0.94, -7.45], [-1.78, -5.30, 2.51], [3.37, 2.98, 2.65], [-1.42, -5.95, 3.19], [1.48, -4.98, 2.89], [-2.71, -3.08, -0.41], [2.39, -1.63, -1.49], [0.92, 2.79, -5.89], [2.65, 5.90, -2.06], [2.35, -2.58, -1.13], [-5.22, 0.07, 5.12], [-4.11, -2.53, -2.05], [-2.80, 1.59, -6.38], [-0.08, -4.46, 2.20], [-4.89, -0.51, 5.88], [3.07, 5.04, -2.87], [-3.46, -1.06, 4.44], [-1.28, 2.51, -4.75], [-5.07, -2.39, -2.32], [1.67, -0.97, -1.23], [3.61, 1.03, 2.17], [4.31, 3.03, 3.02], [0.50, -5.12, 2.70], [4.04, -2.43, -2.61], [4.98, 0.01, 2.61], [4.34, 6.76, -1.77], [-0.16, -5.99, 3.41], [-1.25, -0.02, 0.36], [6.21, 1.85, 3.57], [-4.92, -2.97, -0.12], [-2.99, -1.60, 6.56], [-5.74, -2.70, -0.63], [-3.75, -1.16, 5.66], [-5.34, -0.52, 6.78], [-3.40, -2.71, -2.74], [3.26, -0.20, -2.87], [-4.80, -3.34, 0.82], [0.73, 5.48, -2.16], [2.93, 7.32, -0.79], [0.43, 2.09, -7.37], [-2.52, -1.29, 4.14], [4.57, 0.92, 2.49], [5.06, 1.89, 3.05], [4.66, 3.82, 3.53], [0.22, 2.26, -6.40], [3.89, 0.08, -3.61], [3.26, -1.47, -2.41], [-0.97, 2.06, -5.85], [-0.63, 0.70, 0.41], [0.32, -6.83, 4.08], [-3.83, -2.85, -0.80], [2.52, 0.46, -2.68], [-0.94, 1.32, -0.25], [-4.18, -0.67, 3.85], [1.18, 6.85, -1.12]],
  "lowdin_charge": [0.1670, 0.1615, 0.1563, 0.1301, 0.1127, 0.1083, 0.0933, 0.1657, 0.1241, 0.0212, 0.1461, 0.1155, -0.8048, 0.1236, 0.0976, 0.1539, 0.1189, 0.1022, 0.1424, -0.0127, 0.1610, 0.0108, 0.1037, 0.1056, 0.1225, 0.1466, 0.1698, -0.0034, 0.1444, 0.1358, -0.8688, 0.0216, -0.0231, 0.1669, -0.0043, 0.1139, -0.7613, 0.1174, 0.1231, 0.1569, 0.1283, 0.1263, 0.1159, 0.1066, 0.1346, 0.1807, -0.7718, 0.1076, 0.1628, 0.1077, -0.7408, -0.7838, -0.0549, 0.0676, -0.8056, 0.1008, 0.0318, 0.1129, 0.1111]
}


{
  "formula": "C7H30NO8",
  "method": "ωB97M-V/def2-TZVPD",
  "gap_ev": 9.233,
  "relative_energy_kcal_mol": 61.0,
  "total_energy_ev": -25608.9074,
  "charge": 1,
  "symbols": ["H", "N", "H", "H", "O", "H", "H", "H", "H", "H", "H", "O", "H", "H", "H", "H", "O", "H", "C", "C", "H", "H", "H", "C", "C", "H", "H", "H", "H", "H", "H", "O", "O", "C", "O", "H", "C", "H", "O", "H", "H", "O", "H", "H", "H", "C"],
  "coordinates": [[-0.12, 0.43, -2.87], [-0.90, -1.03, -0.01], [-3.32, 1.86, -2.02], [-1.93, 2.19, 2.17], [-2.68, 2.41, -1.55], [-3.08, 2.71, -0.73], [-1.74, -1.41, -0.47], [-1.39, -1.82, 4.06], [-3.33, 1.47, 2.40], [0.53, 1.10, 3.37], [4.14, -1.29, -1.64], [1.13, 3.10, 1.46], [1.16, -1.48, 0.28], [-0.35, 1.86, -1.94], [-0.06, 0.84, 2.09], [-0.40, -2.56, -1.95], [2.76, -3.01, 0.59], [0.10, -2.57, 0.90], [1.64, -1.70, -2.19], [0.24, -1.99, 0.01], [-1.22, -0.85, 0.95], [-0.68, -0.11, -0.40], [-0.11, 3.49, -0.08], [0.33, 1.03, -2.08], [2.24, -0.45, -1.58], [1.98, 2.69, 1.59], [2.42, -2.43, -2.38], [1.29, 4.05, 1.54], [-3.93, -2.31, -1.17], [1.71, 1.49, -0.63], [-4.21, -1.41, 0.01], [-3.55, -1.58, -0.67], [-0.37, 4.39, -0.29], [1.38, 0.72, -1.31], [-1.78, -2.03, 3.20], [1.22, -1.41, -3.15], [3.56, -0.41, -1.40], [-2.29, -2.82, 3.44], [0.76, 0.63, 2.55], [0.96, -3.50, -1.32], [4.11, 0.43, -1.02], [-2.47, 1.41, 1.98], [-1.13, 4.25, -0.87], [3.29, -2.75, -0.16], [2.84, -3.89, 0.95], [0.55, -2.50, -1.40]],
  "lowdin_charge": [0.0820, 0.1860, 0.0468, 0.0446, -0.0507, 0.0378, 0.1014, 0.0489, 0.0500, 0.0545, 0.0693, -0.0707, 0.0896, 0.0392, -0.0097, 0.1076, -0.0209, 0.1232, -0.1447, -0.1618, 0.1152, 0.1089, -0.0130, 0.0273, -0.3268, 0.0509, 0.1074, 0.0631, 0.0722, 0.1034, 0.0689, -0.0369, -0.0622, -0.1277, -0.0567, 0.1119, 0.0795, 0.0458, -0.0550, 0.1056, 0.0786, -0.0451, 0.0197, 0.0252, 0.0610, -0.1435]
}


{
  "formula": "C7H30O10",
  "method": "ωB97M-V/def2-TZVPD",
  "gap_ev": 8.987,
  "relative_energy_kcal_mol": 56.1,
  "total_energy_ev": -28219.4631,
  "charge": 0,
  "symbols": ["H", "H", "H", "C", "O", "H", "O", "H", "H", "H", "H", "H", "C", "H", "H", "H", "H", "H", "H", "H", "H", "O", "H", "O", "H", "H", "O", "H", "O", "C", "C", "H", "O", "H", "H", "C", "H", "O", "H", "C", "H", "O", "H", "H", "O", "C", "H"],
  "coordinates": [[-1.95, -0.76, -0.07], [2.66, 3.18, 2.16], [-0.27, 2.24, -2.76], [0.27, 1.75, 0.91], [-2.00, -1.80, -2.31], [-2.19, -1.24, 3.63], [1.25, -2.28, 1.58], [-0.23, -1.48, -4.56], [-0.65, 3.39, -0.72], [-1.49, -0.98, -2.25], [0.01, -3.45, -0.08], [1.63, -1.52, 1.13], [2.19, 3.38, 1.20], [-2.00, -2.04, -3.23], [1.99, -2.30, -2.24], [-2.27, 0.77, 0.84], [-1.99, 4.00, -0.76], [0.50, -0.23, -0.02], [1.51, 4.23, 1.13], [-1.97, 2.84, 3.30], [3.07, 3.66, 0.61], [0.00, -3.24, -1.02], [1.96, -2.87, 1.82], [2.56, -1.56, -2.53], [4.27, -1.72, 0.23], [-0.91, -2.94, -1.19], [-1.08, -2.34, 2.85], [-1.43, 1.93, -3.74], [-0.58, 1.62, -3.43], [1.47, 2.21, 0.56], [-0.65, 2.53, 1.81], [-3.36, -0.60, 2.94], [-1.23, 3.87, -1.33], [-0.90, 3.51, 1.42], [2.11, 1.73, -0.18], [-1.53, 0.12, 0.39], [-0.02, -0.09, -3.91], [3.51, -2.31, 0.20], [-1.12, 1.13, 3.30], [-1.26, 2.13, 2.92], [3.12, -2.32, -0.68], [-2.88, -0.55, 3.78], [-0.77, -3.18, 3.21], [1.91, -1.19, -3.13], [0.20, -1.02, -3.84], [-0.24, 0.45, 0.41], [-0.20, -1.93, 2.65]],
  "lowdin_charge": [0.0524, 0.0811, 0.0344, -0.2799, -0.0585, -0.0121, -0.0593, 0.0666, -0.0003, 0.0179, 0.0172, 0.0246, -0.0855, 0.0389, 0.0182, 0.0636, 0.0424, 0.0941, 0.0725, 0.0672, 0.0674, -0.0687, 0.0524, -0.0741, 0.0532, 0.0051, -0.0800, 0.0587, -0.0341, -0.1186, -0.1593, 0.0235, -0.0456, 0.0923, 0.1078, 0.0399, 0.0039, -0.0433, 0.0572, 0.0416, 0.0072, -0.0961, 0.0577, -0.0103, -0.0430, -0.1223, 0.0318]
}


{
  "formula": "C7H32O11",
  "method": "ωB97M-V/def2-TZVPD",
  "gap_ev": 9.706,
  "relative_energy_kcal_mol": 0.0,
  "total_energy_ev": -30302.1149,
  "charge": 0,
  "symbols": ["H", "H", "H", "H", "H", "O", "O", "O", "O", "C", "C", "O", "O", "H", "H", "H", "C", "H", "C", "H", "C", "H", "O", "H", "H", "H", "C", "H", "H", "H", "H", "H", "H", "H", "H", "H", "H", "H", "O", "H", "O", "H", "H", "O", "H", "H", "O", "H", "H", "C"],
  "coordinates": [[2.64, -2.17, 0.47], [-0.70, 0.40, 0.33], [-2.50, 1.51, -2.50], [-2.95, -0.17, 1.27], [-1.92, 1.48, -3.95], [-4.07, 2.18, -1.99], [2.85, -1.97, -1.31], [0.09, -3.68, 1.09], [0.72, 2.47, -2.34], [-0.77, -0.24, 1.21], [1.63, 1.71, 1.58], [2.41, -2.29, 1.42], [0.30, -2.98, -1.58], [2.77, 1.98, 3.46], [-2.23, -1.57, 0.40], [-4.31, 2.23, -1.04], [2.53, 1.24, 2.67], [2.55, 0.29, -3.66], [0.22, 1.88, 2.17], [-2.27, -1.53, 2.13], [-2.14, -0.90, 1.26], [-0.88, -0.33, -3.21], [2.09, 0.13, -2.82], [-0.28, 0.65, 4.55], [3.58, -2.45, -1.75], [1.21, -0.30, -3.10], [-0.38, 0.55, 2.44], [2.61, -1.45, 1.90], [1.31, 1.69, -2.45], [2.63, -1.18, -1.87], [0.30, 2.47, 3.10], [1.63, 0.97, 0.76], [-1.00, -0.87, 3.93], [0.06, -3.31, -0.68], [-0.24, -1.78, -2.77], [-0.18, 2.17, -2.57], [-0.52, -3.27, 1.72], [1.25, -2.74, -1.53], [2.98, 0.12, 2.75], [1.99, 2.65, 1.18], [-0.23, -1.03, -3.43], [-4.70, 1.36, 0.98], [-0.37, 2.50, 1.50], [-4.57, 2.27, 0.68], [-3.77, 2.53, 1.16], [0.00, -1.02, 1.08], [-1.69, 1.29, -3.03], [-4.37, 3.04, -2.31], [0.97, -3.28, 1.33], [-0.56, 0.08, 3.68]],
  "lowdin_charge": [0.0148, 0.1094, 0.0359, 0.0516, 0.0877, -0.0617, -0.0749, -0.0758, -0.1111, -0.2074, -0.1365, -0.0839, -0.0888, 0.1358, 0.0818, 0.0082, -0.2429, 0.0908, -0.1667, 0.0641, -0.0843, 0.0204, -0.0907, 0.0656, 0.0899, 0.0333, -0.3299, 0.0213, -0.0204, 0.0270, 0.1172, 0.1236, 0.0599, 0.0196, 0.0270, -0.0168, 0.0333, 0.0036, 0.0530, 0.1259, -0.0806, 0.0575, 0.1178, -0.0319, 0.0664, 0.0956, -0.0762, 0.0578, 0.0182, 0.0662]
}


{
  "formula": "C7H32O11",
  "method": "ωB97M-V/def2-TZVPD",
  "gap_ev": 10.345,
  "relative_energy_kcal_mol": 45.4,
  "total_energy_ev": -30300.1447,
  "charge": 0,
  "symbols": ["O", "H", "H", "H", "H", "C", "H", "H", "H", "O", "H", "H", "H", "H", "O", "O", "O", "O", "O", "C", "O", "H", "H", "C", "O", "H", "C", "H", "H", "C", "H", "C", "H", "H", "O", "H", "H", "H", "H", "H", "O", "H", "H", "H", "C", "H", "H", "H", "H", "H"],
  "coordinates": [[-21.62, 14.95, 12.61], [-21.75, 12.91, 16.08], [-21.18, 8.65, 14.51], [-21.99, 14.21, 13.12], [-19.33, 8.96, 15.80], [-21.62, 8.83, 13.52], [-15.32, 14.55, 12.55], [-22.43, 7.85, 11.85], [-20.52, 13.67, 15.55], [-17.39, 8.87, 16.56], [-20.81, 6.04, 13.14], [-22.48, 9.49, 13.64], [-23.47, 11.32, 13.33], [-19.57, 13.85, 9.93], [-15.14, 12.58, 12.01], [-20.87, 6.77, 12.53], [-23.81, 12.21, 13.22], [-17.95, 12.49, 12.86], [-21.14, 12.97, 15.33], [-22.05, 7.54, 12.83], [-16.76, 10.22, 14.01], [-23.71, 12.36, 12.27], [-16.04, 9.91, 14.56], [-15.95, 13.72, 12.22], [-20.70, 12.00, 12.68], [-21.71, 11.17, 11.39], [-17.90, 9.39, 14.26], [-19.81, 12.21, 12.36], [-18.53, 10.53, 15.96], [-18.37, 9.48, 15.69], [-18.50, 13.50, 10.98], [-23.06, 6.74, 13.65], [-16.43, 14.07, 11.30], [-17.70, 11.62, 13.21], [-19.14, 14.18, 10.73], [-17.16, 9.47, 17.27], [-20.97, 14.53, 12.02], [-15.40, 12.14, 11.20], [-20.91, 9.32, 12.86], [-17.67, 8.35, 13.99], [-22.30, 11.00, 10.62], [-20.67, 12.21, 13.63], [-24.09, 6.87, 13.31], [-22.27, 11.82, 10.11], [-16.99, 13.44, 13.26], [-22.98, 6.99, 14.70], [-17.50, 14.37, 13.55], [-22.85, 5.66, 13.56], [-16.47, 13.09, 14.16], [-18.72, 9.72, 13.61]],
  "lowdin_charge": [-0.0710, 0.0606, 0.0707, -0.0040, 0.1050, -0.0565, 0.1259, 0.1356, 0.0604, -0.0624, 0.0725, 0.0715, 0.0027, 0.0542, -0.0450, -0.0593, -0.0529, -0.0972, -0.0364, -0.4573, -0.0749, 0.0274, 0.1034, -0.2548, -0.0744, -0.0183, -0.2162, 0.0203, 0.1238, -0.2210, 0.0103, -0.0448, 0.1145, 0.0509, -0.0388, 0.0818, -0.0117, 0.0889, 0.0595, 0.1309, -0.0743, 0.0136, 0.0779, 0.0312, -0.2368, 0.0775, 0.1293, 0.0764, 0.1260, 0.1057]
}


{
  "formula": "C7H39NO11",
  "method": "ωB97M-V/def2-TZVPD",
  "gap_ev": 10.036,
  "relative_energy_kcal_mol": 8.2,
  "total_energy_ev": -31906.9530,
  "charge": 0,
  "symbols": ["H", "N", "O", "H", "H", "H", "H", "H", "H", "H", "O", "H", "H", "O", "O", "H", "C", "H", "C", "H", "C", "C", "O", "O", "H", "H", "C", "H", "H", "H", "H", "H", "H", "H", "H", "H", "H", "H", "H", "H", "C", "H", "O", "H", "H", "H", "O", "C", "H", "H", "H", "O", "O", "H", "H", "H", "O", "H"],
  "coordinates": [[-1.19, 0.98, -4.56], [0.09, -0.22, -0.74], [1.46, -2.37, 1.01], [-2.08, -2.72, -1.45], [-2.61, 1.19, -5.21], [-3.47, -3.24, 0.73], [4.16, 2.71, -0.49], [4.95, 1.13, -0.54], [-0.02, -3.38, 1.98], [-1.14, -2.57, 0.03], [1.70, -1.18, -3.04], [0.54, -0.30, 2.93], [1.53, -1.55, 1.54], [-3.24, -2.70, 1.51], [1.42, -0.10, 2.51], [1.35, -2.06, 0.10], [2.82, 1.06, -0.89], [2.05, -0.26, 3.22], [-0.92, 2.08, -0.61], [-0.02, 2.48, 3.28], [4.04, 1.66, -0.22], [0.25, 1.21, -1.07], [-1.02, -0.72, 3.44], [0.95, 2.55, 3.11], [3.98, 1.58, 0.86], [-2.32, 0.08, 0.63], [-1.10, -0.84, -1.34], [-2.39, -3.04, 1.86], [-1.26, -0.15, 4.20], [-0.70, 3.14, -0.76], [-1.13, 1.95, 0.46], [0.35, 1.25, -2.15], [-2.03, -0.34, -1.04], [-2.40, 1.29, 2.69], [-0.81, -2.72, 3.11], [-1.85, 1.90, -1.14], [1.08, 0.67, -5.35], [0.08, -0.33, 0.27], [-1.71, -0.46, 2.78], [-3.05, -1.00, 1.49], [-1.14, -2.34, -1.04], [2.87, 1.16, -1.98], [-2.76, -0.04, 1.49], [1.46, 1.67, 0.67], [1.63, 2.82, -0.59], [0.79, -0.33, -4.24], [-0.88, -3.41, 2.44], [1.53, 1.74, -0.42], [-2.56, 2.69, 3.34], [2.76, -0.01, -0.68], [1.27, -1.01, -2.17], [-2.04, 1.88, 3.39], [0.35, 0.20, -4.95], [1.19, 1.67, 2.77], [2.65, -1.06, -2.89], [-1.01, -0.74, -2.42], [-2.10, 1.33, -4.41], [-0.31, -2.87, -1.48]],
  "lowdin_charge": [-0.0182, -0.0556, -0.0763, 0.0837, 0.0229, 0.0726, 0.0774, 0.0723, 0.0426, 0.0388, -0.0620, 0.0344, 0.0002, -0.0755, -0.0786, 0.0117, -0.2679, 0.0961, -0.0431, 0.0066, -0.1026, -0.3733, -0.0696, -0.0902, 0.0717, 0.0213, -0.2529, -0.0010, 0.0802, 0.0891, 0.0745, 0.1360, 0.0934, 0.0105, 0.0351, 0.0769, 0.0442, 0.0967, 0.0231, 0.0442, -0.0694, 0.1075, -0.0707, 0.0854, 0.1285, 0.0125, -0.0617, -0.1722, 0.0673, 0.0871, 0.0158, -0.0722, -0.0715, -0.0313, 0.0653, 0.1124, -0.0988, 0.0766]
}


{
  "formula": "C7H3CuF6NO5Sb",
  "method": "ωB97M-V/def2-TZVPD",
  "gap_ev": [9.282, 9.322],
  "s_squared": 0.753,
  "total_energy_ev": -86525.7710,
  "spin_multiplicity": 2,
  "charge": -1,
  "symbols": ["C", "Cu", "O", "F", "F", "Sb", "H", "N", "C", "O", "F", "C", "F", "C", "O", "H", "C", "C", "H", "O", "O", "C", "F", "F"],
  "coordinates": [[-0.64, 0.34, 2.59], [-0.04, 0.31, -0.13], [-1.99, -2.28, -2.43], [1.05, 4.00, -0.26], [2.16, 4.79, -2.62], [1.77, 3.15, -1.78], [-2.62, -1.47, 3.64], [-1.34, -0.82, 0.66], [-2.91, -2.54, 0.40], [-0.59, -0.65, -1.74], [0.04, 3.07, -2.53], [-1.50, -1.56, -1.59], [3.45, 3.07, -0.94], [-1.97, -1.68, -0.13], [-4.07, -3.30, 2.29], [-4.15, -3.15, 3.24], [-1.54, -0.72, 1.96], [-2.46, -1.54, 2.57], [-3.44, -3.24, -0.23], [0.13, 0.92, 1.74], [-0.71, 0.53, 3.79], [-3.15, -2.46, 1.77], [1.36, 1.43, -0.90], [2.46, 2.15, -3.22]],
  "lowdin_charge": [-0.5765, 0.7849, 0.0657, -0.3539, -0.3641, 1.3898, 0.1299, 0.0524, 0.0885, -0.0628, -0.3567, -0.5742, -0.3565, -0.1316, 0.0748, 0.1106, -0.1391, 0.0761, 0.1345, -0.0597, 0.0617, -0.2737, -0.3663, -0.3537]
}